The following is a DFT calculation (ωB97M-V/def2-TZVPD) of a structure of composition C28H30IrN5PS2.

Geometry (Å):
Ir (-0.01297, -0.45442, -0.07194)
C (-1.58709, 1.89402, 1.29526)
C (-0.17205, 2.41711, 1.44617)
N (0.85640, 1.40843, 1.06074)
C (1.97155, 1.94677, 0.23453)
C (1.88449, 1.55305, -1.25585)
N (0.51041, 1.14743, -1.63402)
C (-0.43007, 2.29337, -1.72156)
C (-1.81841, 1.93993, -1.21234)
N (-1.78413, 1.16221, 0.03461)
H (-2.28513, 2.73144, 1.38864)
H (-1.80833, 1.19149, 2.10160)
H (-0.01976, 2.72371, 2.48036)
H (-0.02274, 3.30925, 0.84408)
H (1.25604, 1.02025, 1.90483)
H (2.90681, 1.55895, 0.63256)
H (2.00863, 3.02898, 0.35070)
H (2.53890, 0.70680, -1.46069)
H (2.22992, 2.38436, -1.87186)
H (0.55355, 0.67811, -2.53156)
H (-0.49918, 2.63617, -2.75317)
H (-0.00743, 3.12102, -1.15689)
H (-2.33590, 1.32437, -1.95032)
H (-2.40004, 2.85761, -1.08966)
H (-2.66316, 0.66210, 0.10261)
S (1.50539, -1.68745, 1.39032)
C (2.00910, -2.74160, 0.11785)
S (1.66401, -2.13353, -1.40478)
C (2.64122, -3.97400, 0.31543)
C (2.80099, -4.47716, 1.64162)
N (2.87156, -4.88236, 2.71852)
C (3.10815, -4.74149, -0.79487)
N (3.47443, -5.36037, -1.69533)
C (-5.96898, -0.92741, -1.01579)
C (-5.51985, -0.51628, 0.23445)
C (-4.26189, -0.89819, 0.67617)
C (-3.43183, -1.68372, -0.13373)
C (-3.89651, -2.10668, -1.37653)
C (-5.16272, -1.72614, -1.81280)
P (-1.78136, -2.08569, 0.51068)
C (-2.09045, -2.50909, 2.23356)
C (-3.13045, -3.40477, 2.50800)
C (-3.38520, -3.79076, 3.81324)
C (-2.61923, -3.27434, 4.85489)
C (-1.60639, -2.36588, 4.59282)
C (-1.34217, -1.98281, 3.28334)
C (-1.16221, -3.55212, -0.33889)
C (-0.90369, -3.47195, -1.71814)
C (-0.35322, -4.55604, -2.40304)
C (-0.04545, -5.72024, -1.71107)
C (-0.27880, -5.79560, -0.34570)
C (-0.83383, -4.71474, 0.34324)
H (-6.95694, -0.64278, -1.35640)
H (-6.15881, 0.08026, 0.87457)
H (-3.94249, -0.61865, 1.67716)
H (-3.29871, -2.75544, -2.00288)
H (-5.52241, -2.06984, -2.77478)
H (-3.73806, -3.80442, 1.70328)
H (-4.18312, -4.49232, 4.02007)
H (-2.82274, -3.57670, 5.87441)
H (-1.02094, -1.95359, 5.40467)
H (-0.56552, -1.25685, 3.09239)
H (-1.18961, -2.58491, -2.27441)
H (-0.17004, -4.49013, -3.46893)
H (0.38672, -6.56281, -2.23620)
H (-0.03461, -6.70226, 0.19483)
H (-0.99895, -4.79027, 1.41092)

Calculated values
Orbital gap (spin up / spin down) = 0.25845 / 0.20986 Ha
LUMO (spin up / spin down) = -6.1 / -9.0 eV
Highest occupied orbital energy (spin up / spin down) = -13.1 / -14.7 eV
Charge = +2
2S+1 = 6